# 1
Below is one molecule with the formula C19H27N5O3, with properties calculated with ωB97M-V/def2-TZVPD.

Positions of all 54 atoms, in Å:
C  0.64903  3.95485  -0.52390
C  0.70979  2.44165  -0.67485
O  -0.56411  1.83975  -0.45824
C  -0.90105  1.63564  0.84103
O  -0.17859  1.88861  1.77593
N  -2.14886  1.13268  0.95024
C  -2.99456  0.87046  -0.19395
C  -4.06323  -0.16762  0.19846
N  -3.58938  -1.19517  1.09346
C  -2.74186  -2.21775  0.49864
C  -1.33147  -1.79916  0.22096
N  -0.47774  -1.56408  1.17832
C  0.67627  -1.15627  0.56715
C  1.88168  -0.74677  1.11530
C  2.89369  -0.36942  0.24468
N  4.09741  0.07052  0.81538
C  5.22371  0.54678  0.21680
C  6.28048  0.94696  1.22975
O  5.38711  0.64669  -0.97884
C  2.71150  -0.42093  -1.14539
C  1.51294  -0.82183  -1.69785
C  0.49210  -1.17868  -0.83324
N  -0.80942  -1.58183  -1.02953
C  -1.40610  -1.82595  -2.31573
C  -1.10496  -3.23988  -2.81050
C  -3.08629  -0.64605  2.35045
C  -2.71499  0.84250  2.24642
H  -0.09628  4.37314  -1.19665
H  0.38706  4.21102  0.49965
H  1.62028  4.38097  -0.75821
H  0.98877  2.15600  -1.69106
H  1.42742  2.01892  0.03426
H  -3.47980  1.79737  -0.53104
H  -2.37123  0.50627  -1.01210
H  -4.46688  -0.63614  -0.70253
H  -4.89062  0.33592  0.70733
H  -2.70921  -3.04885  1.21087
H  -3.23223  -2.57025  -0.41097
H  2.00591  -0.70469  2.18583
H  4.09060  0.06296  1.82623
H  5.89942  1.73284  1.87869
H  7.15736  1.31227  0.70355
H  6.56018  0.09088  1.84030
H  3.52705  -0.12724  -1.78377
H  1.38761  -0.84522  -2.77011
H  -2.48690  -1.67408  -2.24975
H  -1.00253  -1.09082  -3.01858
H  -1.51065  -3.97749  -2.12138
H  -0.03055  -3.39107  -2.88264
H  -1.54754  -3.39457  -3.79092
H  -2.20231  -1.21084  2.64592
H  -3.86331  -0.76721  3.11530
H  -3.59946  1.47379  2.39649
H  -1.96525  1.10040  2.99435

Properties
* relative energy (zero: lowest compared OMol25 entry of this formula, charge and spin): 4.65 kJ/mol
* HOMO level: -7.89 eV
* orbital gap: 8.55 eV
* spin multiplicity: 1

=====

# 2
Below is C19H27NO6 as an isolated structure, with properties calculated with ωB97M-V/def2-TZVPD.

Positions of all 53 atoms, in Å:
C  0.54280  -4.25999  0.41331
C  -0.28956  -3.35290  1.31133
C  -1.32191  -4.11861  2.12592
O  0.56663  -2.64140  2.21483
C  1.28586  -1.58728  1.73188
O  2.12757  -1.07186  2.44365
C  0.92329  -1.06984  0.41872
C  1.56190  0.05601  -0.09079
C  1.88945  0.18671  -1.49214
C  1.49957  -0.69551  -2.53417
C  1.54420  -0.27872  -3.86594
C  2.16112  0.93781  -4.21124
C  2.81110  1.69997  -3.20703
C  2.72691  1.27503  -1.87790
C  -0.39526  -1.42533  -0.14447
O  -0.89280  -0.90164  -1.07137
O  -1.07391  -2.39286  0.55229
H  1.31173  -3.69411  -0.12795
H  1.01057  -5.02590  1.04431
H  -0.13143  -4.75273  -0.29403
H  -1.88663  -3.42203  2.75010
H  -2.00726  -4.62306  1.44204
H  -0.83125  -4.86326  2.75227
H  2.29338  0.47996  0.58492
H  1.12207  -1.68955  -2.30558
H  1.07465  -0.87574  -4.66715
H  2.16216  1.30492  -5.25046
H  3.33240  2.63681  -3.45963
H  3.27176  1.81950  -1.10300
C  -3.94619  3.00262  -0.91362
O  -2.60532  2.70438  -0.49459
C  -1.75721  2.12096  -1.48475
C  -0.26859  2.21446  -1.10709
N  0.18010  1.39882  0.03029
C  0.70100  2.17744  1.18209
C  0.30404  1.55829  2.50251
O  -0.48326  0.39991  2.33601
C  -0.97075  -0.21403  3.51613
H  -4.35348  3.61516  -0.10985
H  -4.01338  3.56950  -1.85276
H  -4.57306  2.10933  -1.02499
H  -2.00854  1.06131  -1.64303
H  -1.87243  2.64709  -2.45453
H  0.30862  1.94212  -2.00815
H  -0.05649  3.27129  -0.87910
H  -0.66689  0.96844  0.38972
H  1.80102  2.22103  1.14974
H  0.26349  3.18923  1.15513
H  1.19799  1.27539  3.07304
H  -0.25916  2.28053  3.13046
H  -1.59980  -1.05356  3.18789
H  -0.13787  -0.59607  4.12357
H  -1.57297  0.48195  4.11316

Properties
* relative energy (zero: lowest compared OMol25 entry of this formula, charge and spin): 247.24 kJ/mol
* HOMO level: -7.70 eV
* orbital gap: 7.93 eV
* spin multiplicity: 1

=====

# 3
Below is C19H28AsGeN2ReS4 as an isolated structure, with properties calculated with ωB97M-V/def2-TZVPD.

Positions of all 56 atoms, in Å:
Re  -0.03135  -0.25498  0.02825
C  -2.22450  -2.88947  1.65039
C  -2.71006  -1.45976  1.40943
C  -2.46262  -0.54520  2.58342
C  -3.50866  -0.34390  3.47136
C  -3.35172  0.44887  4.59324
C  -2.13595  1.06923  4.83530
C  -1.04447  0.88073  4.00124
C  0.20815  1.68861  4.28355
C  0.50254  2.73662  3.20644
C  -1.21506  0.03212  2.88619
N  -0.10405  -0.20924  2.02358
C  1.11993  -0.47608  2.58347
C  2.20228  -0.31136  1.77216
C  3.60780  -0.36738  1.90938
C  4.13990  -0.02792  0.68253
C  3.06259  0.19612  -0.19659
N  1.89298  0.05044  0.44888
H  -2.50723  -3.54617  0.82590
H  -2.67208  -3.28711  2.56111
H  -1.13830  -2.93698  1.77797
H  -3.78122  -1.46727  1.20429
H  -2.27231  -1.05158  0.48710
H  -4.46330  -0.81582  3.27420
H  -4.18252  0.60164  5.26970
H  -2.03192  1.72735  5.68857
H  1.08732  1.05913  4.43079
H  0.06292  2.19190  5.23776
H  0.62635  2.28201  2.21927
H  1.41915  3.27865  3.44143
H  -0.30973  3.46281  3.14421
H  1.19513  -0.85147  3.59560
H  4.15024  -0.61702  2.80966
H  5.18411  0.04608  0.42368
H  3.10171  0.44227  -1.24927
S  -1.31077  -1.69879  -5.38195
As  -1.64466  -1.07192  -3.53392
S  0.34546  -1.01175  -2.30482
S  -0.20922  -2.36598  -0.86044
S  -3.19254  -0.56181  -2.36971
C  0.18338  2.31654  -2.98042
Ge  -0.11269  2.92198  -1.16115
C  1.50862  3.52727  -0.30319
C  -1.51194  4.24860  -1.08014
C  -1.09557  1.40385  -0.08530
H  0.42707  3.18013  -3.60165
H  -0.72840  1.87024  -3.38091
H  1.01346  1.61334  -3.05812
H  1.86007  4.38825  -0.87624
H  2.29956  2.78002  -0.29205
H  1.31254  3.85927  0.71578
H  -1.15222  5.13106  -1.61397
H  -1.73015  4.53117  -0.05084
H  -2.42271  3.89503  -1.56201
H  -1.97142  1.29766  -0.73059
H  -1.36691  1.90256  0.85236

Properties
* HOMO level (spin up / spin down): -14.52 / -14.60 eV
* net charge: +2
* orbital gap (spin up / spin down): 6.02 / 5.55 eV
* spin multiplicity: 1

=====

# 4
Below is C19H28BF4O2Ti as an isolated structure, with properties calculated with ωB97M-V/def2-TZVPD.

Positions of all 55 atoms, in Å:
O  0.23432  -0.52187  -1.05981
C  0.56914  0.66703  -1.91861
C  0.88376  0.02732  -3.21607
H  1.42153  1.18067  -1.47054
H  -0.31066  1.28685  -1.97420
C  0.51385  -1.22867  -2.41829
H  1.92940  0.05918  -3.49868
H  0.28631  0.31995  -4.08780
C  1.73655  -2.09593  -2.34098
H  2.58297  -1.44038  -2.10666
H  1.87425  -2.59739  -3.30331
H  1.72397  -2.93594  -1.64042
C  -0.69847  -1.86488  -3.06429
H  -1.43642  -1.09683  -3.31283
H  -1.19095  -2.61188  -2.41691
H  -0.36239  -2.27312  -4.03682
Ti  0.19070  -0.79298  1.09426
C  -0.77556  -1.11074  3.19444
C  -0.98610  0.30052  3.20963
C  -1.88325  0.60748  2.16232
H  -0.65525  0.98779  3.99367
C  -2.20532  -0.60292  1.47183
C  -1.62572  -1.69173  2.18598
H  -1.93097  -2.73457  2.07816
H  -0.13261  -1.64210  3.87946
H  -2.32734  1.57761  1.98507
H  -2.90108  -0.73039  0.65503
C  1.54048  -2.45369  2.65249
C  0.68041  -3.09082  1.70916
C  1.00826  -2.66082  0.41709
H  -0.17049  -3.74488  1.87262
C  2.09018  -1.65446  0.55145
C  2.36208  -1.51955  1.95746
H  3.17993  -0.91106  2.35448
H  1.59164  -2.67569  3.72570
H  0.53241  -3.13829  -0.42976
H  2.64329  -1.16343  -0.25671
O  -1.00472  1.68597  -0.08133
C  -2.09104  1.49542  -1.05114
C  -2.13446  2.71206  -1.95327
H  -3.04898  1.36486  -0.53260
H  -1.95060  0.54917  -1.59798
C  -1.31032  3.76527  -1.15287
H  -3.19330  2.93364  -2.20732
H  -1.53858  2.55243  -2.86329
C  -0.61539  3.07800  0.06402
H  -2.02409  4.48323  -0.75145
H  -0.55781  4.27895  -1.75792
H  -1.00719  3.36328  1.05654
H  0.49766  3.14451  0.11049
F  1.11644  0.77833  1.70795
B  2.16207  1.86501  3.02843
F  1.15053  2.70094  3.37269
F  2.52501  0.87882  3.88810
F  3.04189  2.34073  2.12334

Properties
* relative energy (zero: lowest compared OMol25 entry of this formula, charge and spin): 325.11 kJ/mol
* HOMO level (spin up / spin down): -6.77 / -7.39 eV
* orbital gap (spin up / spin down): 7.11 / 7.72 eV
* spin multiplicity: 2